(1)
{
  "formula": "C24H35BBr12ClF2NO6S",
  "method": "the ωB97M-V functional and the def2-TZVPD basis",
  "homo_lumo_gap_ev": 8.398,
  "e_tot_ev": -909192.0108,
  "de_lowest_kj_mol": 1371.0,
  "multiplicity": 1,
  "symbols": ["Br", "Br", "Br", "Br", "Br", "Br", "Br", "Br", "Br", "Br", "Br", "Br", "Cl", "S", "F", "F", "O", "O", "O", "O", "O", "O", "N", "C", "C", "C", "C", "C", "C", "C", "C", "C", "C", "C", "C", "C", "C", "C", "C", "C", "C", "C", "C", "C", "C", "C", "C", "B", "H", "H", "H", "H", "H", "H", "H", "H", "H", "H", "H", "H", "H", "H", "H", "H", "H", "H", "H", "H", "H", "H", "H", "H", "H", "H", "H", "H", "H", "H", "H", "H", "H", "H", "H"],
  "xyz": [[-1.49256, -0.33058, 7.30888], [9.03870, -0.01871, -3.31823], [-5.05681, 2.45776, 3.72739], [3.68986, 3.60044, -4.71417], [-4.86598, 0.39595, 6.19662], [-0.20870, -2.67364, 9.11066], [9.23887, 2.30924, -5.53750], [7.58986, 2.81551, -2.81554], [-2.30174, 2.16550, 5.37323], [5.33887, 3.09417, -7.43613], [5.13870, 0.76623, -5.21686], [0.81243, -2.22275, 6.08766], [-1.23343, 1.47296, -2.81675], [-3.11372, -1.78120, -0.54383], [-2.22363, -2.49664, 3.65922], [1.38207, 1.71086, -1.09215], [2.15723, -4.26257, 0.70021], [0.91716, 0.09355, -3.52255], [-4.63432, -1.47848, -0.22980], [-2.24166, -1.62081, 0.81778], [-3.17094, -3.32247, -0.90818], [-3.68645, -0.07298, -4.30297], [-3.63601, 4.30178, 1.03207], [5.19366, 2.68367, -5.54023], [2.21733, -0.46073, -3.93030], [-0.99832, -0.92745, 0.90149], [-2.26811, 4.35901, 0.46080], [9.09366, 1.89874, -3.64160], [-0.67016, 0.30686, -0.14022], [-2.42301, -0.83657, -1.98257], [3.45761, -3.55912, 0.95917], [0.14294, -2.15041, 0.94180], [0.90533, 0.76927, -0.01062], [-0.99409, -0.46130, 2.51681], [1.35141, 1.51914, 1.36551], [-0.98800, -0.07308, -1.73888], [-2.28221, -1.01530, 3.36565], [0.01521, -3.28658, -0.20713], [-3.14288, 1.53277, 0.86734], [1.57742, -3.75184, -0.58666], [-1.23576, 3.19704, 0.06146], [-4.24361, 2.08287, 5.45434], [-3.96872, 2.86743, 1.21742], [-0.69231, -2.10367, 7.31475], [0.25269, -0.81884, -2.52789], [-4.57867, 1.18204, -2.15857], [-1.64342, 1.62857, 0.21834], [-3.54572, 0.10002, -2.81038], [2.84422, -0.93858, -3.05633], [4.17764, -3.59834, 0.00921], [-0.17798, 3.50918, -0.34752], [-4.43831, 0.53598, -4.63228], [-0.95346, 0.68885, 2.67815], [2.32751, 2.16920, 1.14291], [-5.50740, 1.33260, -2.88900], [-3.64606, 0.49918, 1.12654], [-5.04442, 2.70354, 1.71497], [1.72908, 0.66731, 2.11165], [6.10193, 3.06291, -5.06040], [0.51603, 2.10927, 1.92874], [-0.14497, -2.73638, 1.94885], [-0.47152, -4.28209, 0.24035], [-4.56885, 2.87299, 6.13914], [-1.45583, -2.80017, 6.95289], [2.86281, 0.45406, -4.33052], [3.31001, -2.40873, 1.18554], [1.06765, -1.29686, -1.84145], [-2.18460, -0.51425, 4.44685], [-0.60369, -3.03548, -1.15558], [1.22857, -1.76175, 1.17272], [1.68542, -0.12654, -0.13786], [-1.88949, 5.47836, 0.27413], [4.01062, -3.99522, 1.92276], [10.00193, 2.27798, -3.16177], [2.08791, -1.18290, -4.86178], [-5.01388, 0.93077, -1.10814], [-0.09673, -1.72569, -3.22464], [-3.33132, -0.66794, 2.97025], [2.25950, -2.85435, -0.89830], [-4.03968, 2.24284, -2.11311], [-2.19336, -1.68446, -2.79656], [1.61434, -4.62464, -1.36670], [-0.03371, -0.88629, 3.08746]],
  "forces_ev_per_angstrom": [[0.525, -0.769, 0.140], [-0.050, 0.510, -0.113], [0.307, -0.458, 2.348], [0.345, -0.310, -0.202], [0.089, 0.415, -0.266], [-0.060, 0.157, -0.440], [-0.161, -0.115, 0.468], [0.354, -0.219, -0.123], [-0.573, 0.384, -0.245], [-0.079, -0.149, 0.483], [0.476, 0.569, -0.296], [-0.334, 0.085, 0.298], [0.016, -0.957, 1.313], [-7.143, -6.659, -0.572], [-0.144, 3.150, -1.103], [-1.726, -1.820, 1.805], [1.784, 1.989, -1.131], [0.871, -2.164, 1.892], [5.969, 0.817, -0.720], [-0.787, 1.052, -2.223], [1.796, 5.706, 0.963], [-0.805, 1.136, 3.234], [4.380, -6.157, -1.668], [0.170, 0.158, -0.009], [0.749, 0.931, -1.052], [3.375, -0.445, 2.454], [0.215, -1.215, -0.027], [0.255, 0.000, 0.067], [-0.886, 1.827, -0.739], [1.579, -0.734, -1.695], [0.614, 0.326, 0.177], [-1.095, -0.843, 1.287], [2.210, 0.443, 0.413], [0.024, -0.242, 0.862], [0.798, -1.006, 0.632], [0.166, -0.076, -0.812], [0.520, 0.804, 1.775], [1.585, -1.361, -0.071], [1.828, 2.704, -0.593], [-0.598, 0.025, 0.779], [-2.842, -1.045, 1.087], [-0.456, 0.160, 0.382], [1.200, 0.091, -1.388], [-0.217, -0.168, 0.044], [0.746, -1.093, -1.745], [-0.764, 1.063, -0.094], [-3.190, 3.876, 1.879], [-1.407, 1.012, -2.211], [-1.413, 0.712, -1.576], [-1.514, -0.207, 2.055], [-2.448, -0.719, 0.847], [1.872, -1.469, 0.996], [-0.402, -1.999, -0.440], [-2.437, -1.306, 0.350], [1.875, -0.338, 1.497], [1.039, 2.382, -0.684], [2.734, 0.422, -2.614], [-0.903, 1.777, -1.525], [-0.421, -0.210, -0.242], [1.645, -0.921, -1.401], [0.595, 1.470, -2.242], [0.934, 2.424, -0.945], [0.212, -0.365, -0.270], [0.354, 0.316, 0.115], [-1.817, -2.023, 1.053], [-0.008, -2.143, -0.464], [-1.614, 1.196, -0.893], [-0.122, -1.247, -2.410], [1.179, -0.222, 1.667], [-2.164, -0.624, -0.876], [-2.191, 1.803, 0.134], [-0.843, -2.812, 0.450], [-1.479, 0.604, -2.314], [-0.435, -0.166, -0.214], [0.244, 1.116, 2.111], [0.962, 0.414, -1.950], [0.116, 1.796, 1.820], [2.085, -1.320, 0.455], [-1.485, -1.544, 0.168], [-1.100, -2.211, 0.054], [-0.497, 1.432, 2.170], [-0.100, 1.765, 1.371], [-2.084, 0.836, -1.500]],
  "mulliken_charge": [0.036, 0.004, 0.085, -0.012, -0.027, -0.054, -0.007, -0.011, -0.089, -0.011, 0.047, -0.011, -0.132, 1.296, -0.393, -0.376, -0.369, -0.373, -0.694, -0.391, -0.725, -0.672, -0.573, -0.071, 0.050, 0.447, -0.421, -0.304, 1.829, -0.382, -0.457, -0.417, 0.272, -0.225, -1.149, 0.023, 0.680, -0.618, -0.006, -0.306, -0.567, -0.360, -1.062, -0.367, 0.143, -0.690, 0.040, 0.865, 0.267, 0.248, 0.230, 0.307, -0.168, 0.395, 0.283, 0.509, 0.440, 0.211, 0.015, 0.149, 0.407, 0.409, 0.428, 0.392, -0.393, 0.158, -0.581, -0.283, 0.227, -0.139, 0.240, 0.298, 0.264, 0.342, 0.252, 0.122, 0.365, 0.050, 0.120, 0.212, 0.311, 0.245, 0.173]
}



(2)
{
  "formula": "C19H26O3Si",
  "method": "the ωB97M-V functional and the def2-TZVPD basis",
  "homo_lumo_gap_ev": 8.772,
  "e_tot_ev": -34144.0689,
  "smiles": "COc1ccc2cc([C@H](C)C(=O)OCC[Si](C)(C)C)ccc2c1",
  "de_lowest_kj_mol": 44.8,
  "multiplicity": 1,
  "symbols": ["Si", "O", "O", "O", "C", "C", "C", "C", "C", "C", "C", "C", "C", "C", "C", "C", "C", "C", "C", "C", "C", "C", "C", "H", "H", "H", "H", "H", "H", "H", "H", "H", "H", "H", "H", "H", "H", "H", "H", "H", "H", "H", "H", "H", "H", "H", "H", "H", "H"],
  "xyz": [[2.64867, -0.96997, 1.33219], [1.89779, 1.41232, -0.79576], [2.46509, 3.45848, -1.48412], [-4.38514, -2.02612, 2.03493], [3.46998, -2.52471, 2.05991], [-5.17591, -3.03814, 1.45126], [-2.85310, 1.13778, 1.09555], [3.74402, 0.09727, 0.15045], [0.31308, 2.66386, -2.21279], [-3.60570, -1.14747, 1.21274], [-0.64036, 1.64370, -1.76018], [1.64589, 2.55963, -1.53169], [3.12910, 1.49840, -0.17955], [1.36247, -1.52758, 0.05810], [0.57668, 2.59921, -3.70747], [1.84314, -0.04462, 2.80510], [-1.40973, -0.73063, -1.73556], [-2.19364, -0.43876, -0.58757], [-1.55151, 1.88504, -0.76495], [-3.55057, 0.20185, 1.74332], [-2.92952, -1.46269, 0.05153], [-2.23508, 0.87696, -0.16160], [-0.61682, 0.30153, -2.23152], [-1.39796, -1.75509, -2.11461], [1.02871, 1.65923, -4.01609], [0.81418, -0.32592, 3.08302], [3.03569, 2.11450, 0.73016], [-2.75140, 2.14397, 1.48119], [4.63201, 0.16730, 0.75151], [1.20803, 3.44738, -4.03400], [1.53145, -2.55279, -0.31527], [-2.62462, -2.46922, -0.26574], [3.52128, -2.36165, 3.14006], [-4.56912, -3.65256, 0.73214], [-1.81760, 2.92326, -0.48220], [-0.33331, 2.67334, -4.27137], [-6.09401, -2.68609, 1.00241], [4.51976, -2.75840, 1.71741], [2.56802, -0.19207, 3.52800], [3.95471, -0.47085, -0.74078], [-3.99137, 0.22454, 2.62805], [1.36732, -0.79606, -0.70184], [-5.36084, -3.74006, 2.27818], [3.75475, 2.04235, -0.91607], [-0.10804, 3.63960, -2.02783], [1.82485, 0.99532, 2.51537], [2.76326, -3.33112, 1.83928], [0.50624, -1.56023, 0.71931], [0.06918, 0.19596, -3.10261]],
  "forces_ev_per_angstrom": [[-0.564, -0.582, -1.442], [-2.236, 0.588, -1.717], [-1.290, -0.269, -0.943], [1.263, 1.630, -0.957], [0.876, 0.644, -0.152], [1.619, -1.556, -0.081], [-0.261, 1.047, -0.476], [-1.473, 0.602, 1.527], [0.267, -0.275, -1.070], [-0.933, -0.458, 0.085], [-1.396, -1.859, 0.909], [1.360, 0.736, 2.105], [2.991, -0.599, 0.526], [0.750, -1.438, 1.887], [0.688, 0.569, -0.823], [-0.853, -0.026, -2.626], [0.679, 1.207, 0.092], [0.200, -0.780, -1.470], [0.879, 2.500, -1.165], [1.350, -2.894, -3.457], [0.330, -0.582, 1.367], [-1.070, -0.665, 2.188], [0.550, -0.254, -1.223], [0.168, 0.445, -0.092], [0.307, 0.080, 0.048], [0.631, -0.210, -0.024], [0.169, -0.135, -0.265], [-0.114, 0.031, 0.165], [0.926, 0.737, -0.182], [-0.100, -0.551, 0.247], [0.037, 0.490, -0.005], [-0.941, 0.204, 0.164], [0.017, -0.313, 0.005], [-0.651, 0.671, 0.242], [0.633, -0.598, 0.158], [-0.679, 0.076, -0.125], [-0.177, 0.254, -0.131], [-1.230, 0.102, 0.137], [1.029, -0.074, 2.106], [0.059, -0.249, -0.317], [-1.880, 1.011, 3.900], [-0.639, 0.542, -0.800], [-0.374, 0.346, -0.256], [0.264, -0.405, 0.988], [0.150, 0.440, 0.439], [-0.073, 0.542, 0.155], [0.387, -0.129, 0.122], [-0.977, 0.113, -0.563], [-0.670, -0.706, 0.799]],
  "mulliken_charge": [0.528, 0.020, -0.644, -0.405, -1.170, -0.685, -1.309, -0.946, 0.348, 0.629, 0.584, 0.104, -0.712, -0.638, -1.755, -1.140, -1.473, 1.317, -0.658, -0.799, -0.381, 0.512, -0.150, 0.360, 0.404, 0.346, 0.320, 0.385, 0.493, 0.399, 0.377, 0.288, 0.323, 0.254, 0.293, 0.435, 0.279, 0.298, 0.361, 0.353, 0.698, -0.012, 0.256, 0.509, 0.560, 0.321, 0.317, 0.213, -0.007]
}



(3)
{
  "formula": "C4H11N3O2",
  "method": "the ωB97M-V functional and the def2-TZVPD basis",
  "homo_lumo_gap_ev": 10.303,
  "e_tot_ev": -12891.9148,
  "smiles": "[H]/N=C(\\N)NC.CC(=O)O",
  "de_lowest_kj_mol": 88.3,
  "multiplicity": 1,
  "symbols": ["O", "O", "N", "N", "N", "C", "C", "C", "C", "H", "H", "H", "H", "H", "H", "H", "H", "H", "H", "H"],
  "xyz": [[0.04744, 1.94025, -1.19754], [1.90487, 0.89667, -1.86000], [-0.07919, 1.08927, 1.45741], [-0.48258, -0.46169, 3.19521], [-0.84630, -1.03298, 0.99127], [-0.40132, -0.05410, 1.87957], [0.18928, -2.12307, 0.80256], [0.05883, 0.90056, -3.36150], [0.77513, 1.25823, -2.08428], [0.83394, -2.15375, 1.65974], [-0.34425, -3.03111, 0.53862], [-0.22676, 0.22265, 3.88562], [0.10844, 1.70423, -4.09529], [0.56986, -0.00429, -3.67342], [-1.33253, -0.96076, 3.40703], [0.63649, -1.93227, -0.16401], [0.29487, 1.73855, -0.29918], [-1.00345, 0.75041, -3.21001], [-0.90713, -0.60717, 0.08728], [0.20434, 1.86036, 2.04092]],
  "forces_ev_per_angstrom": [[-1.004, 0.328, -1.815], [-0.015, -0.082, 0.016], [0.882, 0.785, -1.508], [0.223, -0.215, 0.156], [0.982, -0.821, 0.060], [-0.893, 0.434, 0.704], [-1.909, 0.421, -1.123], [0.022, 0.277, 0.272], [0.227, -0.053, 0.326], [0.388, -0.393, 0.048], [-0.026, -0.511, 0.950], [-0.030, 0.090, -0.006], [0.418, -0.076, -0.084], [-0.203, 0.046, -0.566], [0.129, -0.171, 0.022], [1.137, 0.408, 0.192], [0.505, -0.352, 1.564], [-0.117, -0.245, 0.241], [-0.415, 0.522, -0.273], [-0.303, -0.391, 0.821]],
  "mulliken_charge": [-0.443, -0.582, -0.579, -0.445, -0.429, 0.458, -0.776, -0.951, 0.681, 0.346, 0.278, 0.223, 0.285, 0.307, 0.236, 0.225, 0.454, 0.294, 0.277, 0.140]
}



Number 3 is which compound?
C4H11N3O2



multiplicity of number 1 (C24H35BBr12ClF2NO6S)?
1



What is the formula in the third record?
C4H11N3O2